1.
# C26H20BrF4N2OPSc

A structure of composition C26H20BrF4N2OPSc (ωB97M-V with the def2-TZVPD basis set, OMol25).

Each line ends with the natural charge from an NBO analysis.
CARTESIAN COORDINATES (ANGSTROEM)
Br: 1.51 -3.29 -0.15  0.197
Sc: 1.59 -0.51 0.27  1.960
P: -0.94 -0.88 -0.44  0.736
F: -3.60 -2.15 -0.64  -0.277
F: 0.21 -5.95 -0.15  -0.254
F: -4.30 -4.74 -0.54  -0.238
F: -2.39 -6.65 -0.30  -0.224
O: 3.54 -0.48 0.40  -0.839
N: 1.70 1.73 0.27  -0.648
N: 4.57 1.22 1.40  -0.499
C: 2.43 3.82 1.14  -0.209
C: -0.38 -3.68 -0.30  -0.099
C: 2.45 2.44 1.14  0.210
C: 0.95 2.40 -0.63  0.061
C: -2.56 0.60 3.60  -0.143
C: -0.72 -5.02 -0.26  0.321
C: -2.80 0.88 -4.21  -0.140
C: -1.33 -2.67 -0.42  -0.450
C: -1.67 -0.23 1.10  -0.284
C: -2.79 1.63 -3.04  -0.188
C: -2.06 -5.39 -0.34  0.337
C: 5.91 -0.23 0.00  -0.724
C: -1.73 -0.95 -3.08  -0.131
C: -2.98 0.21 1.25  -0.193
C: 0.91 3.77 -0.70  -0.204
C: -3.42 0.62 2.50  -0.155
C: -2.66 -3.08 -0.51  0.364
C: -1.25 0.17 3.46  -0.182
C: -0.82 -0.23 2.21  -0.217
C: -2.27 -0.40 -4.23  -0.193
C: 3.36 1.67 2.08  -0.262
C: -2.24 1.10 -1.88  -0.216
C: 4.62 0.17 0.61  0.760
C: -3.04 -4.41 -0.47  0.358
C: -1.74 -0.20 -1.90  -0.420
C: 1.65 4.51 0.22  -0.064
H: 3.03 4.37 1.87  0.262
H: 5.78 -1.09 -0.66  0.277
H: 1.61 5.59 0.22  0.273
H: -2.91 0.92 4.57  0.260
H: 6.32 0.60 -0.58  0.286
H: -3.22 2.62 -3.03  0.247
H: -4.44 0.96 2.63  0.260
H: 0.22 -0.61 2.10  0.093
H: 2.84 0.80 2.50  0.213
H: 0.36 1.80 -1.33  0.230
H: -3.24 1.30 -5.11  0.254
H: -2.29 -0.98 -5.14  0.253
H: -2.24 1.68 -0.96  0.222
H: -0.59 0.15 4.31  0.248
H: 0.30 4.26 -1.45  0.271
H: -3.66 0.23 0.41  0.252
H: 6.64 -0.48 0.77  0.294
H: -1.33 -1.95 -3.09  0.217
H: 3.65 2.30 2.92  0.279
H: 5.43 1.74 1.57  0.455

## Properties
- Total charge: +3
- 2S+1: 1
- Gap between HOMO and LUMO: 6.26 eV
- HOMO level: -17.23 eV


2.
# C26H20CaN2O4S4

A structure of composition C26H20CaN2O4S4 (ωB97M-V with the def2-TZVPD basis set, OMol25).

Each line ends with the natural charge from an NBO analysis.
CARTESIAN COORDINATES (ANGSTROEM)
Ca: -0.16 0.71 -0.12  1.662
S: -1.53 -0.75 -2.07  -0.587
S: 0.96 -1.98 -0.19  0.200
S: 1.02 2.56 1.72  0.249
S: 2.03 1.92 -1.26  -0.546
O: -2.46 0.71 0.90  -0.626
O: -4.34 -0.01 0.01  -0.640
O: 0.37 4.16 -2.91  -0.668
O: -0.15 4.62 -0.76  -0.543
N: -1.92 2.38 -1.08  -0.440
N: 0.04 -0.33 2.22  -0.532
C: 0.08 -2.36 3.48  -0.249
C: -3.68 2.82 -3.17  -0.145
C: 2.49 1.57 1.48  -0.149
C: 4.36 0.32 2.36  -0.235
C: 0.50 -4.74 -3.07  -0.248
C: 4.03 0.51 -0.02  -0.212
C: -0.39 4.08 -1.81  0.769
C: -3.25 0.75 -0.01  0.804
C: -1.64 3.27 -2.03  0.119
C: 2.89 1.30 0.15  -0.216
C: 0.34 -1.65 4.63  -0.136
C: -0.36 -2.38 1.00  -0.573
C: -0.72 -2.28 -2.40  -0.166
C: -2.47 3.51 -3.11  -0.192
C: 0.45 -0.27 4.56  -0.256
C: -4.00 1.93 -2.16  -0.206
C: 4.75 0.02 1.06  -0.206
C: 3.23 1.10 2.56  -0.258
C: 0.33 -2.81 -1.63  -0.147
C: -3.07 1.73 -1.15  0.079
C: -0.08 -1.67 2.29  0.234
C: 0.93 -4.02 -1.97  -0.225
C: -0.55 -4.23 -3.83  -0.191
C: -1.14 -3.03 -3.50  -0.223
C: 0.38 1.86 3.26  -0.587
C: 0.29 0.35 3.34  0.238
H: -0.01 -3.44 3.49  0.225
H: -0.90 -4.78 -4.70  0.211
H: -4.72 -0.08 -0.87  0.497
H: -1.31 -2.04 0.57  0.253
H: 0.98 -5.67 -3.33  0.213
H: 4.34 0.28 -1.03  0.224
H: -4.94 1.40 -2.19  0.216
H: 0.47 -2.16 5.58  0.222
H: -1.95 -2.64 -4.10  0.217
H: 0.94 2.23 4.12  0.225
H: 0.67 0.31 5.44  0.222
H: 1.22 4.54 -2.65  0.516
H: 2.93 1.35 3.57  0.205
H: 4.92 -0.04 3.21  0.211
H: 5.62 -0.59 0.89  0.212
H: 1.74 -4.39 -1.36  0.218
H: -2.18 4.21 -3.88  0.242
H: -0.63 2.28 3.33  0.257
H: -0.40 -3.45 1.15  0.232
H: -4.36 2.99 -3.99  0.230

## Properties
- 2S+1: 1
- Gap between HOMO and LUMO: 6.39 eV
- HOMO level: -6.99 eV
- Energy above the lowest of the compared OMol25 structures with the same formula, charge and spin: 0.00 kJ/mol


3.
# C26H20Cl5N7O5RuSe

A structure of composition C26H20Cl5N7O5RuSe in a non-equilibrium geometry (ωB97M-V with the def2-TZVPD basis set, OMol25).

Each line ends with the natural charge from an NBO analysis.
CARTESIAN COORDINATES (ANGSTROEM)
Ru: -0.70 -0.56 -0.07  0.951
Se: -2.01 -2.77 -0.26  -0.062
Cl: 0.54 -3.25 -2.24  0.030
Cl: 0.49 1.98 -3.42  0.035
Cl: 1.17 -1.66 -7.36  0.076
Cl: 0.94 -3.94 -5.25  0.076
Cl: 0.96 1.31 -6.45  0.078
O: 0.39 -0.30 -1.72  -0.722
O: 0.58 -2.45 5.28  -0.668
O: -1.21 -0.95 3.96  -0.627
O: 2.33 -3.69 4.72  -0.556
O: -1.57 -0.48 1.81  -0.680
N: -3.05 -3.41 2.34  -0.334
N: -0.04 1.37 0.58  -0.468
N: -4.17 -1.82 1.42  -0.328
N: -2.16 0.44 -1.26  -0.444
N: 0.68 -1.53 1.07  -0.216
N: 1.81 -2.21 0.87  -0.292
N: -2.09 2.40 0.03  -0.574
C: -3.58 1.78 -3.23  -0.113
C: 1.13 1.43 1.26  0.072
C: -0.74 3.32 1.76  -0.270
C: 1.35 -2.44 3.00  -0.244
C: -3.18 2.43 -2.08  -0.264
C: -4.76 -2.08 2.64  -0.043
C: -3.23 0.45 -3.40  -0.255
C: 0.66 0.35 -3.95  -0.134
C: 0.43 3.34 2.47  -0.105
C: -2.46 1.72 -1.12  0.401
C: -0.93 2.33 0.78  0.435
C: 0.94 -1.28 -5.71  -0.114
C: 1.41 2.39 2.20  -0.261
C: -2.06 -4.46 2.58  -0.404
C: 1.46 -2.92 4.42  0.775
C: 0.65 -1.98 -3.41  -0.159
C: -4.61 -0.80 0.48  -0.404
C: 0.37 -1.67 2.35  0.037
C: -4.05 -3.08 3.21  -0.047
C: -2.52 -0.17 -2.41  0.073
C: -0.88 -0.98 2.78  0.774
C: -3.12 -2.63 1.25  0.281
C: 0.84 -2.30 -4.76  -0.064
C: 2.25 -2.77 2.01  0.050
C: 0.85 0.05 -5.29  -0.063
C: 0.56 -0.66 -2.97  0.377
H: -4.18 -3.57 4.16  0.249
H: -2.57 3.28 0.14  0.413
H: -3.39 3.48 -1.93  0.231
H: -0.09 -1.84 4.87  0.510
H: -5.62 -1.53 2.99  0.244
H: -5.66 -0.59 0.66  0.226
H: -4.13 2.32 -4.00  0.241
H: 3.14 -3.36 2.06  0.264
H: -2.24 -1.21 -2.50  0.233
H: -3.50 -0.10 -4.30  0.246
H: -1.86 -5.00 1.66  0.241
H: -4.47 -1.17 -0.53  0.236
H: 1.85 0.66 1.02  0.217
H: 0.59 4.10 3.23  0.241
H: -2.47 -5.15 3.32  0.231
H: 2.20 -2.25 -0.06  0.448
H: -4.02 0.11 0.63  0.223
H: 2.36 2.38 2.71  0.245
H: -1.51 4.06 1.93  0.230
H: -1.14 -4.04 2.97  0.220

## Properties
- Total charge: +1
- 2S+1: 2
- Gap between HOMO and LUMO (spin up / spin down): 7.56 / 6.33 eV
- HOMO level (spin up / spin down): -10.60 / -10.55 eV
- Energy above the lowest of the compared OMol25 structures with the same formula, charge and spin: 1.98 kJ/mol


4.
# C26H20F6LaNO4S4

A structure of composition C26H20F6LaNO4S4 (ωB97M-V with the def2-TZVPD basis set, OMol25).

Each line ends with the natural charge from an NBO analysis.
CARTESIAN COORDINATES (ANGSTROEM)
La: -0.09 -0.03 -0.25  1.921
S: 1.65 -2.56 -1.16  -0.262
S: -2.39 -1.57 -0.94  -0.503
S: -1.30 -0.99 2.19  -0.463
S: 3.94 -1.42 -2.83  0.310
F: -0.93 0.10 -5.17  -0.341
F: 0.37 3.38 -3.60  -0.319
F: 0.91 0.85 -4.34  -0.327
F: -1.04 2.93 -5.17  -0.353
F: -1.72 3.83 -3.33  -0.337
F: -0.20 -0.66 -3.28  -0.304
O: 0.14 2.02 1.09  -0.788
O: -0.71 1.52 -1.92  -0.924
O: 1.95 -0.02 1.29  -0.636
O: 0.45 5.39 4.41  -0.510
N: 2.21 0.02 -1.57  -0.649
C: -2.74 -1.94 1.81  -0.200
C: 1.94 1.91 2.66  -0.357
C: -1.13 1.52 -3.20  0.130
C: 2.06 3.70 4.33  -0.366
C: 2.98 2.29 -2.12  -0.233
C: -5.07 -3.48 1.40  -0.267
C: -3.20 -2.18 0.50  -0.046
C: 5.05 1.08 -3.59  -0.231
C: 2.56 2.56 3.75  -0.113
C: 0.75 2.49 2.10  0.561
C: -2.63 1.22 -3.34  -0.647
C: -0.75 5.96 3.93  -0.250
C: 0.89 4.26 3.78  0.338
C: -4.61 -3.24 2.69  -0.268
C: -0.33 0.46 -4.01  0.954
C: -0.86 2.91 -3.83  0.957
C: 2.51 -1.24 -1.78  -0.060
C: 4.95 2.46 -3.51  -0.255
C: 0.25 3.68 2.71  -0.423
C: 3.84 0.18 2.66  -0.708
C: 3.07 0.90 -2.18  0.214
C: -4.36 -2.95 0.33  -0.275
C: 3.92 3.05 -2.78  -0.213
C: -3.47 -2.48 2.88  -0.228
C: 2.50 0.68 2.14  0.606
C: 4.11 0.30 -2.92  -0.246
H: 5.67 3.08 -4.03  0.193
H: -0.65 4.09 2.28  0.220
H: -0.64 6.28 2.89  0.177
H: -1.58 5.26 4.00  0.182
H: -5.14 -3.64 3.55  0.182
H: -2.99 1.35 -4.36  0.200
H: -3.10 -2.29 3.88  0.200
H: 2.54 4.17 5.17  0.204
H: -2.82 0.20 -3.01  0.256
H: 4.13 -0.67 2.04  0.240
H: 5.84 0.61 -4.16  0.200
H: -3.16 1.88 -2.66  0.227
H: -0.95 6.83 4.55  0.178
H: 3.74 -0.15 3.70  0.220
H: -5.96 -4.06 1.22  0.182
H: 2.16 2.74 -1.57  0.242
H: 3.85 4.13 -2.74  0.200
H: 3.45 2.12 4.18  0.195
H: 4.60 0.96 2.62  0.213
H: -4.70 -3.12 -0.68  0.199

## Properties
- Total charge: -2
- 2S+1: 1
- Gap between HOMO and LUMO: 5.55 eV
- HOMO level: -1.36 eV
- Energy above the lowest of the compared OMol25 structures with the same formula, charge and spin: 0.00 kJ/mol


Values for energy, Eh, ordered as above
-5262.18237, -3683.82563, -6559.51117, -3582.39452